Formula: C12H20NSi
Source: OMol25
Level of theory: wB97M-V/def2-TZVPD

Bonds (Å) are listed after each position.
Geometry (Å):
1 Si 0.369 -1.457 -0.226  C3 1.966, C25 1.930, C28 1.904, C31 1.957
2 H 2.171 2.365 -0.383  C20 1.071
3 C 0.638 -2.008 -2.094  Si1 1.966, H13 1.062, H21 1.115, H34 1.047
4 C 3.006 -0.196 -0.140  H24 1.106, H30 1.191, C31 1.293
5 C -2.121 -0.219 -1.209  H19 1.023, C25 1.391, C29 1.397
6 H 1.629 -1.961 1.883  C28 1.024
7 H -4.864 1.221 0.184  C26 1.131
8 H 1.313 2.717 1.952  C33 1.198
9 N 0.317 1.852 -1.251  H12 1.006, H14 1.069, H17 1.013, C20 1.551
10 H -0.389 2.501 1.210  C33 1.110
11 H -1.290 -0.803 2.098  C15 1.169
12 H -0.303 1.060 -1.219  N9 1.006
13 H -0.321 -2.075 -2.547  C3 1.062
14 H -0.354 2.652 -1.022  N9 1.069
15 C -1.878 -0.323 1.209  H11 1.169, C18 1.403, C25 1.450
16 H 0.692 1.019 1.692  C33 1.108
17 H 0.856 1.976 -2.099  N9 1.013
18 C -3.099 0.364 1.290  C15 1.403, H22 1.077, C26 1.403
19 H -1.790 -0.600 -2.099  C5 1.023
20 C 1.321 1.795 -0.070  H2 1.071, N9 1.551, C31 1.885, C33 1.519
21 H 1.081 -3.029 -2.161  C3 1.115
22 H -3.393 0.816 2.222  C18 1.077
23 H -3.883 0.533 -2.071  C29 1.116
24 H 3.540 -1.164 -0.161  C4 1.106
25 C -1.378 -0.644 -0.114  Si1 1.930, C5 1.391, C15 1.450
26 C -3.845 0.731 0.160  H7 1.131, C18 1.403, C29 1.377
27 H 0.270 -2.883 1.949  C28 1.033
28 C 0.941 -2.445 1.298  Si1 1.904, H6 1.024, H27 1.033, H32 1.154
29 C -3.377 0.380 -1.087  C5 1.397, H23 1.116, C26 1.377
30 H 3.713 0.762 -0.170  C4 1.191
31 C 1.722 -0.046 -0.120  Si1 1.957, C4 1.293, C20 1.885
32 H 1.622 -3.325 0.995  C28 1.154
33 C 0.618 2.035 1.254  H8 1.198, H10 1.110, H16 1.108, C20 1.519
34 H 1.143 -1.392 -2.773  C3 1.047

Results
Max |F|   4.99 eV/Å
2S+1   1
Energy relative to the best compared isomer or geometry (same formula, charge and spin)   31.9 kcal per mole
Structure (SMILES)   C=C([C@H](C)[NH3+])[Si](C)(C)c1ccccc1
LUMO   -2.89 eV
HOMO energy   -12.7 eV
Total charge   +1